# 1
A molecular structure, C53H42AsCrIN4PS. Source: the OMol25 dataset; level of theory: ωB97M-V/def2-TZVPD.

Net charge: +1
Spin multiplicity: 5
Kohn-Sham gap (spin up / spin down), eV: 6.33 / 6.20
Lowest unoccupied orbital energy (spin up / spin down), Ha: -0.1197 / -0.1246
⟨S²⟩: 6.2929

```
104
C53H42AsCrIN4PS, DFT ωB97M-V/def2-TZVPD
I -0.4903 2.7568 -1.3399
As -1.7829 -2.1651 -0.1727
Cr 0.1677 -0.4067 -0.8026
S -0.0024 -1.5272 -2.8691
P -0.0869 0.7647 1.5276
N 2.3798 -0.0930 -5.5369
N 1.5828 -0.9094 -4.8921
N 2.1694 0.1144 -2.9153
N 1.9153 0.2757 -1.6714
C 2.9003 -0.7971 3.9218
C -4.9829 -2.9823 3.2161
C -0.9465 -3.9159 -0.1685
C 2.5791 -2.1467 3.9318
C 0.3090 -6.4002 -0.0673
C -2.9569 -2.0798 -1.7092
C 4.1094 1.5339 1.0172
C -3.6686 -3.3995 3.3838
C 2.0084 3.4649 -4.5373
C 1.6456 4.6537 -0.7220
C 0.3429 2.4660 2.0978
C 2.9042 1.0576 -1.0046
C 2.0887 0.1157 3.2602
C 0.6306 -1.6765 2.6112
C -4.3176 -3.0421 -3.4389
C -4.3877 0.4883 3.1822
C -3.4532 -3.1984 -2.3641
C 3.1785 0.7723 0.3263
C -3.3276 -0.8078 -2.1355
C 4.7650 2.5759 0.3798
C 3.7299 3.2562 -6.1896
C 3.5725 2.0925 -1.6574
C -4.2011 -0.6517 -3.2013
C 0.9223 3.6822 -0.0891
C -5.3466 -2.2955 2.0677
C -1.7030 -5.0825 -0.0605
C 0.2244 2.6243 3.4583
C -4.4028 -2.0236 1.0857
C 3.5282 1.8872 -6.2200
C 4.4991 2.8467 -0.9585
C 1.0688 -5.2436 -0.1505
C 2.5737 1.2977 -5.3910
C 2.4115 5.5123 1.3654
C 1.3305 -0.6908 -3.6065
C 0.4416 -4.0058 -0.2034
C -2.8358 1.1201 1.4599
C -4.6955 -1.7725 -3.8548
C -3.0895 -2.4473 1.2460
C 0.9647 3.5058 1.3265
C 1.8101 2.0930 -4.5451
C 1.5668 4.5909 3.4568
C 0.8030 3.7025 4.1492
C -3.3554 -0.1054 3.8903
C -1.7846 0.5483 2.1792
C -1.0772 -6.3191 -0.0216
C 1.6600 4.5236 2.0457
C -2.0580 -0.0726 3.3951
C 2.4419 5.5543 0.0062
C 1.4390 -2.5862 3.2752
C 2.9708 4.0555 -5.3440
C 0.9374 -0.3139 2.6003
C -2.7266 -3.1370 2.4009
C -4.1273 1.0969 1.9616
H 4.1177 1.2679 -6.8877
H 4.4797 3.6979 -6.8330
H 2.1499 -5.3013 -0.1804
H 1.3933 4.0772 -3.8874
H 2.3642 1.1616 3.2527
H -4.7033 -1.4973 0.1892
H -5.7227 -3.2017 3.9756
H -1.6721 -7.2203 0.0516
H 0.7958 -7.3672 -0.0333
H 3.0170 6.3057 -0.5192
H -4.9314 1.5538 1.3986
H 2.9498 6.2437 1.9560
H -3.5549 -0.5963 4.8349
H -3.1563 -4.1939 -2.0594
H 4.3309 1.3004 2.0511
H -5.3696 -1.6566 -4.6945
H 1.0459 -3.1137 -0.2853
H 1.5799 4.7579 -1.7977
H -0.2773 1.8606 4.0397
H 3.7907 -0.4491 4.4315
H -3.3787 -3.9442 4.2738
H -4.6939 -3.9158 -3.9551
H -2.7818 -5.0300 0.0135
H 1.1781 -3.6382 3.2739
H 1.0496 1.6641 -3.9022
H -2.6431 1.6071 0.5137
H -1.7171 -3.5070 2.5263
H -4.4874 0.3408 -3.5274
H -5.3961 0.4710 3.5762
H 2.6912 -0.0644 0.8095
H 2.6470 -0.4535 -6.4391
H -0.2577 -2.0297 2.1105
H 3.1213 5.1270 -5.3210
H 0.6862 3.7800 5.2223
H 2.0915 5.3902 3.9673
H 5.4926 3.1701 0.9187
H -2.9322 0.0707 -1.6352
H -6.3708 -1.9736 1.9273
H -1.2635 -0.5413 3.9610
H 5.0125 3.6594 -1.4581
H 3.3424 2.3070 -2.6924
H 3.2160 -2.8533 4.4487
```

# 2
A molecular structure, C5H10N2O3S in a non-equilibrium geometry. Source: the OMol25 dataset; level of theory: ωB97M-V/def2-TZVPD.

Energy relative to the best compared isomer or geometry (same formula, charge and spin), kJ/mol: 384.8
Kohn-Sham gap, eV: 8.98
Lowest unoccupied orbital energy, Ha: -0.0252

```
21
C5H10N2O3S, DFT ωB97M-V/def2-TZVPD
S 2.6138 -0.9741 -0.4896
O -0.0352 3.4055 0.3263
O -2.2294 -1.5732 -1.0298
O -3.1099 -0.1456 0.1585
N -0.5738 1.1684 0.5085
N 0.8906 1.8947 -1.2244
C 0.0778 2.2249 -0.1481
C -2.0606 -0.6441 -0.2081
C 1.7105 -0.9003 0.9919
C -0.6229 -0.2804 0.1050
C 0.1628 -1.2239 0.9423
H -1.4995 1.5815 1.0090
H -3.1598 -1.4413 -1.2084
H 1.3504 1.0479 -1.3060
H 1.7967 0.2302 1.1543
H 2.1822 -1.5486 1.8315
H 0.2504 -2.2688 0.3055
H -0.3560 -1.4857 1.8627
H 1.2533 -1.5200 -1.5221
H 1.5914 2.8199 -1.0837
H -0.2327 -0.3668 -0.9752
```

# 3
A molecular structure, C8H23AgClNO5. Source: the OMol25 dataset; level of theory: ωB97M-V/def2-TZVPD.

Energy relative to the best compared isomer or geometry (same formula, charge and spin), kJ/mol: 0.0
Net charge: +1
Spin multiplicity: 2
Kohn-Sham gap (spin up / spin down), eV: 7.57 / 3.95
Lowest unoccupied orbital energy (spin up / spin down), Ha: -0.1782 / -0.3107
⟨S²⟩: 0.7530

```
39
C8H23AgClNO5, DFT ωB97M-V/def2-TZVPD
Ag 1.2170 1.9346 0.9393
Cl -1.0432 0.4047 0.9183
O -1.4234 -1.5008 3.4942
O -3.9075 2.4725 -3.7474
O -3.2985 0.5810 -1.7687
O -1.3163 -0.8420 6.3615
O 1.5344 -0.6158 -0.1778
N 1.2625 1.7892 -1.3639
C -2.3584 0.8968 -2.8058
C 2.7134 -0.0032 -0.7061
C -0.4894 -1.9861 4.4479
C 2.3545 0.9019 -1.8506
C -1.1462 -2.1251 5.7903
C 3.5631 1.6922 -2.3071
C 1.4951 -2.0412 -0.2836
C -3.1657 1.2777 -4.0073
H -0.5757 -2.8099 6.4258
H -3.8729 0.4842 -4.2609
H -2.8193 0.2492 -1.0049
H -1.7746 1.7724 -2.4941
H -1.6742 -0.9473 7.2478
H 1.4863 -2.3402 -1.3328
H 3.3012 2.6493 -2.7660
H -2.5212 1.4945 -4.8563
H 3.1426 0.5999 0.1120
H -0.0716 -2.9649 4.1833
H 3.4836 -0.7233 -0.9914
H -2.1299 -2.6006 5.6484
H -1.7379 0.0225 -3.0305
H 2.3474 -2.4898 0.2305
H 0.5862 -2.3723 0.2117
H 1.9589 0.3085 -2.6786
H -0.9307 -1.0852 2.7849
H 1.1521 2.5863 -1.9811
H 4.0922 1.1583 -3.0960
H 0.3494 -1.2819 4.5430
H 0.4029 1.2490 -1.3885
H -4.4287 2.2988 -2.9576
H 4.2425 1.9062 -1.4820
```

no.,DFT total energy (a.u.)
1,-6581.14342
2,-929.84721
3,-1356.34942